{"formula": "C28H35N2O5", "method": "ωB97M-V with the def2-TZVPD basis set", "species": ["O", "O", "O", "O", "O", "N", "N", "C", "C", "C", "C", "C", "C", "C", "C", "C", "C", "C", "C", "C", "C", "C", "C", "C", "C", "C", "C", "C", "C", "C", "C", "C", "C", "C", "C", "H", "H", "H", "H", "H", "H", "H", "H", "H", "H", "H", "H", "H", "H", "H", "H", "H", "H", "H", "H", "H", "H", "H", "H", "H", "H", "H", "H", "H", "H", "H", "H", "H", "H", "H"], "coordinates": [[3.607264, 1.730652, -0.108121], [-3.133712, 1.676602, -2.032922], [-4.969660, -0.272946, -2.046492], [-2.365670, 1.081560, -0.017114], [6.611979, -1.591002, 0.648578], [0.524650, 0.400548, -0.881481], [5.327612, 0.288079, 0.320471], [-1.330846, 2.043118, -0.144707], [-7.342511, 1.458792, 1.921025], [1.055437, 0.410428, 0.508540], [6.883677, 1.199293, 1.979886], [-5.378179, 0.536742, 0.189628], [-0.346304, -0.769608, -1.096690], [2.664584, -0.739935, -1.608476], [-5.423090, 1.878110, 0.542762], [-3.716538, -1.286071, -0.286985], [2.049486, -0.710843, 0.792204], [-6.334439, -0.337526, 0.691748], [-3.249072, 1.014935, -1.036271], [4.048930, 0.608010, 0.007387], [-3.497786, -2.355954, -1.143130], [1.661798, 0.382049, -1.849080], [4.253603, -1.787031, 0.089225], [-2.480820, -3.591914, 0.646543], [-7.311546, 0.123209, 1.554554], [6.353676, 1.311093, 0.555570], [-6.400152, 2.334649, 1.411823], [7.465223, 1.179093, -0.478491], [-2.701096, -2.525167, 1.504003], [3.234594, -0.681551, -0.183484], [-2.885929, -3.506784, -0.674391], [5.563340, -1.080235, 0.392372], [-3.319519, -1.376053, 1.043123], [-0.233705, 1.661582, -1.143409], [-4.358066, -0.008639, -0.806634], [6.072825, 1.275694, 2.701335], [7.981607, 0.230486, -0.360624], [-0.688805, 1.580928, -2.133766], [2.407091, -0.577682, 1.815022], [5.834351, 2.267251, 0.424844], [-6.309626, -1.375052, 0.395291], [-0.814574, -0.711879, -2.077783], [-1.127471, -0.807178, -0.339548], [-3.508617, -0.553658, 1.716373], [-1.758234, 2.984252, -0.513000], [-2.735894, -4.341299, -1.342118], [3.987505, -2.409991, 0.943902], [2.193042, 1.331505, -1.749770], [-6.426427, 3.378886, 1.683721], [-2.011517, -4.492048, 1.013449], [-0.947689, 2.199206, 0.863997], [7.396617, 0.251872, 2.120071], [3.468340, -0.618978, -2.337366], [8.181375, 1.983405, -0.341017], [4.402850, -2.451108, -0.762712], [7.064053, 1.243519, -1.487819], [-5.194802, 0.563562, -2.473091], [-3.832647, -2.286556, -2.165383], [7.586821, 2.005347, 2.165805], [-8.104223, 1.817998, 2.595588], [0.478904, 2.489161, -1.153750], [1.565051, -1.687781, 0.740568], [2.219853, -1.722389, -1.777229], [1.560286, 1.368127, 0.657784], [-2.405655, -2.594041, 2.540229], [-8.051308, -0.561728, 1.939127], [1.252544, 0.308371, -2.857982], [-4.705230, 2.578885, 0.138897], [0.215297, 0.325499, 1.198238], [0.227117, -1.689838, -1.042817]], "forces_ev_per_a": [[0.038, 0.373, 0.012], [-0.073, 0.036, 0.074], [0.083, -0.194, -0.014], [-0.190, -0.057, 0.129], [0.250, -0.116, 0.061], [0.036, 0.172, -0.009], [0.358, 0.317, 0.085], [0.192, 0.247, -0.195], [0.016, 0.105, 0.014], [0.310, -0.017, 0.918], [-0.103, 0.007, -0.109], [0.061, 0.126, -0.094], [-0.582, -0.801, -0.052], [-0.044, 0.199, 0.233], [0.040, -0.170, -0.033], [-0.057, -0.124, -0.147], [0.098, 0.221, -0.226], [0.003, 0.079, -0.005], [0.267, 0.121, -0.285], [-0.431, -0.509, -0.097], [-0.089, 0.180, -0.025], [0.752, -0.018, -0.670], [0.000, -0.056, -0.002], [0.060, -0.088, -0.046], [0.000, -0.122, -0.048], [0.319, 0.199, 0.073], [-0.070, 0.109, 0.056], [-0.143, 0.010, 0.051], [0.031, 0.100, 0.083], [-0.047, -0.112, -0.007], [0.115, -0.105, 0.023], [-0.449, -0.250, -0.105], [-0.029, -0.111, -0.019], [-0.712, 0.634, -0.012], [-0.224, 0.110, 0.215], [-0.046, 0.029, 0.095], [0.063, -0.036, -0.018], [0.189, -0.082, 0.078], [-0.081, -0.023, 0.040], [0.077, -0.218, 0.020], [-0.021, -0.133, 0.002], [0.079, 0.128, -0.032], [0.130, 0.046, -0.011], [-0.024, 0.047, 0.074], [0.192, -0.118, 0.079], [0.010, -0.095, -0.063], [0.025, -0.012, 0.003], [-0.266, -0.094, 0.004], [-0.017, 0.090, 0.034], [0.033, -0.096, 0.035], [-0.024, -0.006, -0.116], [0.048, -0.034, 0.046], [-0.050, -0.019, -0.071], [0.079, 0.090, -0.009], [0.022, -0.011, 0.010], [0.001, 0.028, -0.105], [0.038, 0.017, 0.058], [-0.024, -0.005, -0.115], [0.066, 0.091, 0.042], [-0.067, 0.031, 0.066], [0.077, -0.156, 0.009], [0.021, -0.033, 0.038], [0.051, -0.019, -0.018], [-0.207, -0.083, -0.090], [0.016, -0.015, 0.106], [-0.076, -0.062, 0.040], [-0.170, 0.041, 0.116], [0.063, 0.095, -0.018], [-0.063, 0.041, -0.158], [0.070, 0.080, 0.000]], "lowdin_charge": [0.10, 0.16, 0.05, -0.01, 0.14, -0.25, 0.09, -0.11, -0.07, -0.09, -0.03, -0.15, 0.04, -0.07, -0.02, -0.17, -0.06, -0.01, -0.42, -0.35, -0.01, -0.09, 0.01, -0.08, -0.06, -0.34, -0.06, -0.03, -0.07, -0.34, -0.07, -0.39, -0.04, -0.07, -0.34, 0.08, 0.08, 0.14, 0.15, 0.14, 0.13, 0.13, 0.09, 0.13, 0.15, 0.11, 0.14, 0.13, 0.11, 0.11, 0.14, 0.08, 0.15, 0.09, 0.14, 0.08, 0.12, 0.12, 0.09, 0.11, 0.15, 0.13, 0.13, 0.14, 0.11, 0.11, 0.15, 0.12, 0.14, 0.11], "homo_ev": -11.498, "energy_ev": -42817.8943, "mol_weight_g_mol": 479.6, "homo_lumo_gap_ev": 9.3, "charge": 1}